This record from the OMol25 dataset describes a 10-piece molecular cluster, C37H81NO20 overall at a distorted geometry. The level of theory is the ωB97M-V functional and the def2-TZVPD basis.

## Properties
Gap between HOMO and LUMO: 9.80 eV
Highest occupied orbital energy: -9.2 eV
Energy relative to the best compared isomer or geometry (same formula, charge and spin): 34.9 kcal/mol
Structure (SMILES): C[N+](=O)[O-].O=C1CCCO1.O=C1CCCO1.O=C1CCCO1.COCCOC.COCCOC.COCCOC.COCCOC.COCCOC.COCCOC
Electronic energy: -82110.334 eV

The geometry in XYZ format:
```
139
Properties=species:S:1:pos:R:3:forces:R:3:mulliken_charge:R:1
C 2.089132 -3.724813 -0.276869 -1.212 -0.522 -0.912 -0.2106
N 3.301816 -3.473417 0.388311 2.598 0.493 1.261 1.1177
O 4.030467 -2.621769 -0.112740 -0.059 -0.445 0.660 -0.6165
O 3.538345 -4.089366 1.421311 0.136 0.480 -0.473 -0.6167
H 2.312625 -3.482462 -1.315816 -0.786 -0.097 0.063 0.2063
H 1.409058 -3.028371 0.213606 -0.422 -0.153 -0.414 -0.1804
H 1.838312 -4.770284 -0.097479 -0.299 0.258 -0.199 0.2504
O 0.852265 -0.930368 1.557981 1.056 -1.105 -0.314 -0.3914
C 0.425497 -0.391800 0.584468 -1.540 0.529 -0.248 -0.3182
C -0.546248 0.769753 0.674982 1.012 0.636 -1.220 3.0108
C -0.402937 1.369971 -0.739264 -0.954 -1.377 0.471 -0.1466
C -0.037073 0.122936 -1.594928 -0.669 1.753 -0.133 0.4493
O 0.600291 -0.773523 -0.737948 1.243 -0.581 2.216 -0.2199
H -1.543537 0.419850 0.941608 0.275 0.073 -0.202 -2.3005
H -0.179514 1.473617 1.422093 -0.230 -0.213 0.196 -0.2202
H -1.362093 1.757330 -1.082880 0.413 0.660 -0.075 0.4581
H 0.454039 2.043358 -0.723383 -0.379 0.326 -0.336 -0.1972
H -0.902738 -0.404614 -1.995437 -0.127 0.272 -0.291 -0.2093
H 0.615329 0.525301 -2.369904 0.203 -0.794 -0.204 -0.0519
O -0.432649 4.739619 3.868651 0.458 0.267 -0.622 -0.6073
C 0.581980 4.940444 3.252728 -0.226 -0.585 0.851 0.4368
C 1.704724 3.920793 2.920226 -0.694 0.871 0.147 0.6561
C 2.510230 4.720891 1.965786 1.958 -0.189 -0.359 0.4658
C 2.212452 6.180578 2.256350 0.839 -0.609 -1.621 -0.5578
O 0.947514 6.200508 2.844166 -1.122 -0.562 0.675 -0.3670
H 2.285726 3.745491 3.825654 -0.307 -0.131 0.167 -0.0334
H 1.395890 2.971560 2.482417 -0.404 0.133 0.386 -0.2858
H 3.574738 4.548449 2.124440 0.000 -0.168 -0.318 0.3683
H 2.295269 4.480158 0.924659 -0.094 -0.030 0.131 -0.6737
H 2.974575 6.676655 2.857326 -0.253 0.042 0.205 0.2797
H 2.198256 6.582661 1.243313 -0.266 1.028 0.354 0.3447
O 3.694475 1.640947 0.812219 0.450 -0.156 1.782 -0.6306
C 3.979417 1.292612 1.944631 -1.184 0.811 -1.782 0.2639
C 4.109688 -0.112053 2.467497 0.706 0.773 -0.286 0.6905
C 4.891939 0.163916 3.734427 0.378 -1.029 0.233 -0.4908
C 4.433136 1.554109 4.136276 -0.113 -1.496 2.196 -0.4544
O 4.126890 2.201901 2.972356 0.244 0.728 -2.754 -0.2311
H 3.099811 -0.492368 2.621164 -0.005 -0.186 -0.008 -0.4077
H 4.654256 -0.686266 1.717948 -0.317 -0.252 0.124 0.2202
H 4.778904 -0.629954 4.472724 -0.165 0.315 0.253 0.0143
H 5.958100 0.188704 3.509048 0.076 0.083 -0.126 0.3821
H 3.498298 1.518106 4.695628 0.024 -0.159 0.553 0.2701
H 5.199772 2.042286 4.737990 -0.115 0.412 -0.250 0.3565
C -3.286317 0.396705 -4.013021 -0.375 -0.239 -0.377 -0.7886
O -2.563542 0.237193 -5.204197 1.428 -0.540 0.071 -0.2165
C -2.680462 -1.068144 -5.775508 1.071 1.402 -1.329 -0.2982
C -1.655291 -1.209556 -6.969550 -0.862 0.896 -0.677 -0.3806
O -1.582803 0.002535 -7.745001 0.265 -0.898 0.050 -0.3601
C -0.518576 -0.041570 -8.716085 -0.279 0.931 1.194 -0.7740
H -3.005956 1.338497 -3.541297 -0.015 0.005 -0.173 0.2067
H -3.114660 -0.419382 -3.311154 0.103 -0.167 0.178 0.2572
H -4.341566 0.395615 -4.286059 -0.373 0.153 0.401 0.3964
H -3.701341 -1.082019 -6.157247 -0.099 -0.764 -0.128 0.3966
H -2.447334 -1.871775 -5.076982 -0.300 -0.044 0.297 0.1059
H -2.018098 -1.953485 -7.678807 -0.353 -0.529 0.235 0.4755
H -0.643737 -1.543428 -6.738471 0.087 0.214 0.817 0.1839
H -0.797862 0.717782 -9.446476 0.200 -0.369 -0.265 0.2782
H -0.255735 -1.012404 -9.136209 -0.697 -0.202 -0.213 0.3520
H 0.389147 0.287261 -8.210098 0.280 0.175 0.004 0.2344
C -2.842494 -2.785123 0.164884 -0.404 0.735 0.058 -0.0620
O -4.033099 -2.073102 0.507645 0.015 0.297 0.367 -0.5087
C -4.001127 -0.691405 0.897406 -0.784 -0.215 -0.571 -0.1460
C -3.381294 -0.358629 2.213325 1.607 -0.740 1.128 0.3779
O -4.017369 -0.872901 3.369740 -1.038 0.718 0.664 -0.4926
C -3.653571 -0.174036 4.587498 0.291 -0.760 -0.819 -0.3116
H -3.211058 -3.758048 -0.160211 0.305 -0.016 0.153 0.2998
H -2.098576 -2.866677 0.957374 -0.263 -0.203 0.476 0.1602
H -2.284960 -2.326049 -0.651512 -0.158 0.279 -0.461 -0.1625
H -5.028066 -0.326885 0.872470 -0.327 -0.478 0.193 0.3865
H -3.560994 -0.080509 0.109250 0.703 0.035 -0.111 -0.0094
H -3.137834 0.697933 2.325127 -0.568 0.248 -0.239 0.0680
H -2.410265 -0.853744 2.222040 0.617 -0.093 -0.139 0.0056
H -2.576682 -0.261521 4.731582 0.261 0.060 0.033 0.2547
H -4.121551 -0.678297 5.432962 -0.204 -0.035 -0.261 0.3078
H -3.905783 0.886392 4.587851 -0.176 -0.003 -0.293 -0.1165
C 0.219829 -5.194914 3.724953 1.047 0.625 0.709 -0.5903
O 0.794913 -4.302623 4.702315 -1.006 -1.011 1.010 -0.4732
C 1.611536 -3.294588 4.166847 -0.371 -0.315 -0.644 -0.1268
C 2.113979 -2.321168 5.214711 0.212 -1.359 -0.045 0.3472
O 2.895178 -3.067263 6.139199 -0.669 -0.044 0.129 -0.3473
C 3.643008 -2.312812 7.059393 -0.402 -0.601 0.417 -0.8365
H -0.152540 -6.108457 4.188513 0.294 0.151 0.463 0.2910
H 1.058843 -5.451569 3.078212 -0.384 -0.208 -0.658 0.2837
H -0.649285 -4.769578 3.223135 0.212 0.405 -0.373 0.1695
H 0.964194 -2.789386 3.450023 0.475 0.650 -0.412 0.2150
H 2.465236 -3.756178 3.670634 0.149 0.059 -0.260 0.1976
H 1.230109 -1.871938 5.667568 0.209 0.461 0.368 0.3702
H 2.798527 -1.627761 4.726161 -0.411 0.542 -0.182 -0.3793
H 3.755965 -2.928069 7.952035 0.514 -0.358 -0.187 0.2932
H 3.108678 -1.468390 7.494754 -0.055 0.589 -0.616 0.3256
H 4.607628 -2.077758 6.609566 0.130 0.439 0.293 0.2743
C -5.289015 3.410351 4.521644 0.157 -0.551 -1.082 -0.9351
O -4.423806 3.075530 3.462866 0.501 0.154 -0.247 -0.1525
C -3.852286 4.223153 2.833821 -0.875 -1.373 -0.177 -0.8687
C -2.743209 3.627798 1.956071 1.001 -0.074 0.693 -0.3954
O -3.141943 2.660804 0.977663 0.351 0.224 0.464 0.1307
C -4.294536 3.030469 0.312870 -1.377 0.720 -0.098 -1.1131
H -6.131561 3.969443 4.114683 -0.305 0.201 0.253 0.3291
H -4.737152 4.011634 5.244144 -0.256 -0.171 0.495 0.3585
H -5.619706 2.418406 4.829529 -0.223 0.411 0.808 0.2531
H -3.629413 4.949716 3.615186 1.113 0.043 -0.178 0.5540
H -4.660303 4.695228 2.274933 0.038 0.213 -0.496 0.3762
H -2.064060 3.065081 2.596557 -0.204 -0.011 0.349 0.1213
H -2.063859 4.366548 1.530857 -0.438 0.478 -0.447 0.3832
H -4.276533 4.092787 0.069442 0.205 0.141 -0.668 0.3882
H -5.176955 2.964177 0.949304 -0.169 -0.375 0.296 0.3146
H -4.513328 2.414992 -0.559726 0.522 -0.010 -0.060 0.2371
C 0.980047 -2.856219 -4.446978 -0.626 -0.071 -0.279 -0.8828
O 0.639635 -3.959513 -3.624187 2.572 0.105 -0.728 -0.2804
C -0.675367 -4.332901 -3.634436 -1.307 -1.047 2.269 0.1381
C -0.825564 -5.825645 -3.206623 0.703 1.508 -1.337 -0.9159
O -0.299166 -6.041334 -1.928323 -0.430 -0.174 0.305 -0.1067
C -0.447952 -7.416725 -1.602082 0.096 0.217 0.325 -0.8698
H 2.038116 -2.615754 -4.550756 0.208 -0.689 0.741 0.3553
H 0.510598 -1.951793 -4.060032 -0.312 0.217 -0.215 0.2589
H 0.671801 -3.093683 -5.465163 -0.376 0.325 -0.208 0.4259
H -1.263829 -4.134920 -4.530316 0.303 -0.017 -0.410 0.3428
H -1.125642 -3.805515 -2.793477 -0.715 0.483 -0.001 -0.1154
H -0.265663 -6.386871 -3.954722 0.042 -0.506 -0.087 0.3548
H -1.884180 -6.073488 -3.284156 -0.207 -0.185 0.163 0.4305
H -0.261882 -7.591543 -0.542403 0.308 0.350 -0.022 0.2275
H 0.260910 -7.995538 -2.194184 -0.131 -0.296 -0.070 0.3424
H -1.477105 -7.740850 -1.756627 -0.087 -0.139 -0.340 0.3357
C 0.862250 1.663573 -5.070146 -0.656 -1.144 0.194 -0.6728
O 1.570983 2.449118 -4.141642 0.534 0.890 -0.771 -0.0344
C 2.368893 3.420319 -4.860562 1.241 0.054 0.600 -0.4620
C 3.512289 4.092129 -4.034109 -0.487 -1.345 0.927 -0.7694
O 3.078548 4.897385 -2.955500 -0.125 -0.149 0.391 -0.4433
C 2.323303 4.271315 -1.900550 -0.940 0.352 -0.299 -0.7425
H 0.241568 0.950786 -4.527189 -0.080 0.157 0.292 -0.0706
H 1.492216 1.020231 -5.684428 0.575 0.182 -0.158 0.3410
H 0.168523 2.164555 -5.745320 0.120 0.649 0.071 0.3816
H 1.748213 4.194217 -5.312161 -0.257 -0.007 0.045 0.3246
H 2.902276 2.885549 -5.646456 -0.057 -0.048 -0.376 0.4048
H 4.255657 4.611881 -4.638573 -0.896 0.926 -0.498 0.4148
H 4.233230 3.368268 -3.654152 -0.465 -0.985 0.402 0.3366
H 1.373112 3.854892 -2.234967 -0.113 0.241 -0.547 0.3766
H 2.058234 5.073197 -1.211471 0.260 0.103 -0.050 0.2484
H 2.710241 3.438909 -1.312773 1.233 0.043 -0.281 0.3882
```
Positions in Å, forces in eV/Å.